[1]
139
Properties=species:S:1:pos:R:3:lowdin_charge:R:1 method="wB97M-V/def2-TZVPD" lumo_ha=0.1171 total_charge=-2 molar_mass_g_mol=1204.2 e_above_lowest_kcal_mol=8.7 fmax_ev_per_a=1.41 homo_lumo_gap_ev=5.246
Cs 0.630 1.303 0.378 0.942
S 0.349 3.208 -3.034 0.961
S 3.661 -0.036 4.283 0.592
S -1.683 0.307 3.164 0.837
P -2.426 -2.063 -0.011 0.888
O 1.039 -3.303 -6.300 -0.069
O 6.403 -1.030 0.381 0.086
O -1.712 -3.478 -0.318 -0.306
O -0.889 1.513 3.516 -0.539
O -3.608 -2.114 -1.159 -0.300
O 2.936 -2.509 -0.237 -0.037
O 2.707 -4.167 -5.039 -0.055
O -3.249 -2.539 1.313 -0.340
O 0.425 4.514 -2.326 -0.490
O 2.604 -0.306 -0.028 -0.306
N 4.999 -0.732 2.118 0.101
N -1.025 5.184 0.598 0.059
N -1.370 4.058 0.219 0.022
N 3.064 -1.920 2.455 0.035
N 0.854 -0.498 -2.174 0.052
C 3.950 2.114 -1.759 -0.066
C -3.819 5.155 -2.399 -0.096
C 1.462 -2.349 -4.179 -0.115
C 0.894 4.147 1.790 -0.156
C -2.736 2.847 -1.331 -0.061
C 5.590 -3.017 1.381 -0.156
C -4.112 -0.847 -1.587 -0.325
C 1.777 -3.379 -5.295 -0.704
C -0.055 3.607 -4.737 -0.349
C 5.462 -5.210 0.418 -0.068
C -0.438 2.611 -5.625 -0.083
C -2.377 -0.326 4.718 -0.336
C -3.944 -3.795 1.313 -0.294
C -1.927 -2.804 4.384 -0.112
C -2.914 5.239 -1.357 -0.031
C 2.775 2.822 -1.969 -0.118
C -5.339 -0.440 -0.796 -0.071
C 5.670 -1.530 1.210 -0.418
C -0.816 4.294 -7.299 -0.098
C 1.831 -1.393 -2.003 -0.211
C 1.885 4.462 2.743 -0.182
C 1.832 -3.625 3.744 -0.228
C -0.456 5.283 -6.392 -0.084
C 0.039 5.241 1.546 -0.334
C 2.020 2.556 -3.104 -0.362
C 4.360 1.154 -2.672 -0.066
C -0.652 -3.533 -1.314 -0.263
C -3.639 2.763 -2.383 -0.096
C 2.652 -3.588 5.027 -0.111
C 3.867 -0.971 2.903 -0.853
C -3.421 2.394 2.521 -0.286
C 5.723 -3.578 2.646 -0.041
C 3.611 0.917 -3.819 -0.067
C 2.158 -2.331 -2.979 0.043
C -2.359 4.080 -0.815 -0.267
C -0.808 2.959 -6.916 -0.080
C -3.780 2.844 3.932 -0.108
C 5.595 -5.774 1.682 -0.099
C -1.011 -4.532 -2.387 -0.054
C 1.166 6.753 3.042 -0.145
C -2.981 -1.717 4.575 -0.299
C 5.471 -3.833 0.265 -0.022
C 1.788 -2.274 3.043 -0.206
C 0.163 6.512 2.123 -0.088
C 0.435 -1.424 -4.343 -0.017
C -4.184 3.917 -2.925 -0.106
C 2.433 1.615 -4.039 -0.086
C 2.529 -1.388 -0.645 -0.622
C 5.733 -4.958 2.796 -0.094
C -5.232 -3.653 2.095 -0.071
C 2.038 5.706 3.348 -0.138
C -0.074 4.942 -5.102 -0.064
C -3.226 0.891 2.367 -0.337
C 0.173 -0.530 -3.320 -0.183
H 5.339 -5.844 -0.451 0.104
H -1.172 -5.522 -1.954 0.074
H -0.540 7.285 1.826 0.084
H -3.290 -4.546 1.760 0.114
H 5.813 -2.930 3.511 0.114
H -3.675 -1.727 3.732 0.067
H -5.715 0.520 -1.155 0.072
H -1.235 -2.821 5.230 0.076
H -0.634 0.197 -3.406 0.090
H -4.063 0.305 2.753 0.087
H -6.127 -1.189 -0.898 0.075
H -0.201 -4.592 -3.115 0.079
H -3.333 -0.084 -1.482 0.070
H -2.595 6.192 -0.959 0.101
H 5.249 0.567 -2.477 0.110
H -0.475 6.324 -6.690 0.098
H -3.905 1.796 -2.795 0.088
H -4.205 2.692 1.818 0.110
H -0.450 1.573 -5.313 0.094
H 5.318 0.224 2.148 0.128
H -0.134 -1.438 -5.264 0.107
H -4.342 -0.945 -2.648 0.117
H 5.584 -6.851 1.798 0.093
H 0.198 5.684 -4.361 0.108
H 2.696 -4.571 5.502 0.063
H -3.086 0.414 5.090 0.079
H -5.094 -0.339 0.264 0.058
H -1.096 2.187 -7.618 0.104
H 3.919 0.157 -4.526 0.112
H 0.804 -3.930 3.965 0.087
H 5.345 -3.380 -0.708 0.120
H -4.877 3.856 -3.755 0.091
H 4.524 2.288 -0.858 0.114
H -0.503 -2.545 -1.749 0.074
H 5.834 -5.392 3.784 0.096
H -1.512 -0.337 5.385 0.096
H 2.243 -4.367 3.053 0.109
H -1.921 -4.225 -2.906 0.078
H -4.648 2.300 4.320 0.069
H 1.065 -2.302 2.221 0.121
H -4.153 -4.101 0.287 0.107
H 2.227 -2.876 5.738 0.068
H -4.236 6.061 -2.824 0.093
H -2.505 2.894 2.202 0.084
H -2.935 2.695 4.603 0.064
H -2.387 -3.791 4.304 0.071
H 3.673 -3.265 4.821 0.046
H -1.113 4.565 -8.305 0.095
H -1.349 -2.634 3.476 0.053
H -3.573 -1.932 5.470 0.107
H 0.263 -3.812 -0.790 0.120
H 2.841 5.862 4.064 0.080
H -3.104 0.635 1.311 0.044
H 2.609 3.697 3.030 0.065
H 1.840 1.398 -4.917 0.097
H 1.492 -1.485 3.736 0.082
H 2.418 3.549 -1.246 0.097
H -2.286 1.952 -0.912 0.074
H -5.779 -4.599 2.084 0.074
H 3.169 -2.228 1.466 0.093
H -5.039 -3.383 3.133 0.060
H 2.937 -3.062 -2.808 0.122
H -5.862 -2.883 1.648 0.074
H -4.023 3.908 3.938 0.071
H 1.283 7.728 3.501 0.076


[2]
82
Properties=species:S:1:pos:R:3:lowdin_charge:R:1 method="wB97M-V/def2-TZVPD" lumo_ha=-0.0052 total_charge=0 molar_mass_g_mol=506.5 e_above_lowest_kcal_mol=102.5 fmax_ev_per_a=4.75 homo_lumo_gap_ev=9.426 smiles=OCCO.OCCO.OCCO.OCCO.OCCO.OCCO.OCCO.O.O.O.O
O 1.714 0.269 2.984 -0.025
O -2.179 0.657 2.776 -0.092
O 3.673 -0.329 -1.618 -0.066
O 2.546 -3.804 -1.824 0.021
O 1.204 3.104 -4.843 -0.099
O 1.325 0.883 -0.359 -0.093
O -5.387 -0.641 3.349 -0.045
O -1.217 -1.922 2.915 -0.027
O 0.941 -2.074 1.056 -0.084
O -3.083 -2.152 0.280 -0.068
O 1.231 -0.067 -2.988 -0.125
O 5.963 0.052 4.759 -0.074
O -3.477 0.617 -3.444 -0.068
O -1.953 1.997 0.236 -0.051
O -5.212 2.624 -1.064 -0.027
O 3.984 1.683 2.298 -0.107
O -1.485 -0.999 -2.825 -0.100
O 3.644 -0.781 1.133 -0.012
C -0.754 1.752 -0.455 -0.255
C 1.068 -2.582 -0.294 -0.180
C 0.230 1.276 0.516 -0.213
C 5.058 0.194 3.699 -0.335
C -2.284 -1.837 -1.974 -0.202
C -2.527 -1.152 -0.615 -0.206
C -3.562 0.584 2.518 -0.270
C 1.380 0.796 -4.098 -0.237
C -5.170 1.711 -2.116 -0.223
C -3.764 1.792 -2.793 -0.220
C 1.498 2.276 -3.702 -0.222
C 5.105 1.575 3.223 -0.189
C 2.339 -3.349 -0.574 -0.303
C -4.074 -0.267 3.625 -0.261
H 2.097 3.219 -5.296 0.117
H -3.966 0.087 1.683 0.084
H -0.311 -1.743 2.699 0.015
H -4.384 2.674 -0.655 0.037
H -1.172 -2.497 3.696 0.091
H 2.097 0.426 0.075 0.065
H -1.081 0.865 -1.061 0.093
H -3.168 -0.243 -0.702 0.126
H -2.332 -2.445 0.825 0.065
H 0.626 0.627 -4.862 0.123
H -2.971 2.116 -2.160 0.099
H 2.281 0.542 -4.665 0.119
H 0.169 -3.172 -0.462 0.120
H -3.277 -1.928 -2.366 0.103
H -3.774 0.389 -4.329 0.130
H 0.911 2.518 -2.865 0.073
H -1.883 -2.867 -1.956 0.128
H 6.105 1.599 2.598 0.167
H 4.095 -0.228 4.156 0.150
H 2.753 -0.164 -1.993 0.038
H -1.561 -0.919 -0.321 0.070
H 2.440 -4.157 0.171 0.131
H 0.199 -0.044 -2.998 0.110
H -3.909 2.570 -3.575 0.134
H 2.486 2.696 -3.404 0.129
H -4.014 1.577 2.311 0.146
H -2.005 1.616 1.064 -0.007
H 5.389 -0.544 3.000 0.101
H 2.485 0.808 3.087 -0.012
H 1.040 -1.677 -0.925 0.116
H 5.670 -0.710 5.284 0.095
H -5.438 -1.129 2.556 0.061
H 4.144 0.490 -1.844 0.070
H -0.426 2.497 -1.244 0.138
H -1.723 -0.256 2.795 0.078
H -5.335 0.783 -1.768 0.067
H 3.119 -2.583 -0.322 0.103
H 0.522 2.043 1.250 0.142
H 1.948 -0.186 2.210 -0.049
H 3.635 -0.902 0.227 -0.034
H 1.202 -2.772 1.638 0.076
H -4.050 0.310 4.583 0.146
H -0.217 0.436 1.032 0.092
H 4.932 2.248 4.124 0.157
H 3.984 0.849 1.815 0.017
H -3.474 -1.205 3.614 0.120
H 3.941 -1.573 1.531 0.061
H 3.432 -3.555 -1.955 0.077
H -5.911 1.934 -2.973 0.151
H -2.092 -0.302 -3.110 0.029


[3]
93
Properties=species:S:1:pos:R:3:lowdin_charge:R:1 method="wB97M-V/def2-TZVPD" lumo_ha=-0.0299 total_charge=0 molar_mass_g_mol=545.7 fmax_ev_per_a=10.07 homo_lumo_gap_ev=8.684 smiles="O=C(F)NC(=O)[C@H]1COC(=O)C1.CCOCC.CCOCC.CCOCC.CCOCC.CCOCC"
F 0.325 1.042 -0.073 0.001
O 1.531 0.373 -3.008 -0.078
O -2.896 5.464 3.921 -0.163
O -2.903 -4.009 -6.519 -0.167
O -1.013 6.589 0.746 -0.170
O 0.498 -1.705 -3.726 -0.002
O 2.451 -7.627 3.154 -0.165
O -0.577 4.270 -2.360 -0.022
O 2.021 -3.215 0.614 -0.163
O -0.962 2.121 1.666 0.008
N -1.575 2.843 -0.629 0.153
C 1.441 6.445 0.911 -0.070
C 1.065 1.761 -3.159 -0.122
C -2.701 -4.080 -7.928 -0.282
C -1.919 4.456 3.675 -0.286
C 0.319 -0.481 -3.223 -0.193
C -0.744 2.013 0.328 -0.170
C -1.060 8.869 -0.186 -0.079
C -1.890 3.368 4.734 -0.078
C -0.570 1.814 -3.053 -0.165
C 1.200 -9.507 4.137 -0.084
C 0.186 6.167 0.102 -0.284
C 1.904 -1.798 0.535 -0.274
C -1.119 7.979 1.044 -0.278
C 3.310 -3.731 0.937 -0.272
C 2.096 -8.301 4.357 -0.280
C 0.550 -6.060 3.122 -0.074
C 2.802 -1.171 -0.518 -0.078
C 1.377 -7.097 2.381 -0.273
C -0.912 3.005 -1.981 -0.208
C -1.106 0.286 -2.798 -0.018
C -1.447 6.957 5.240 -0.078
C -1.769 -4.275 -5.699 -0.271
C -0.613 -3.318 -5.931 -0.093
C -2.760 6.200 5.133 -0.277
C 3.826 -3.269 2.289 -0.076
C -2.246 -5.448 -8.407 -0.086
H -3.665 -3.848 -8.394 0.117
H -1.165 2.592 4.464 0.072
H -2.176 4.002 2.712 0.095
H 3.116 -3.532 3.081 0.072
H -1.168 2.135 -4.007 0.163
H 0.203 -3.531 -5.237 0.067
H -0.218 -3.397 -6.946 0.068
H 0.861 -1.584 0.278 0.108
H 2.605 -1.611 -1.501 0.077
H -0.097 8.792 -0.700 0.067
H -1.609 3.761 5.715 0.066
H -1.489 0.058 -1.696 0.137
H -1.450 -5.316 -5.821 0.106
H 2.628 -0.094 -0.575 0.061
H -1.321 7.629 4.386 0.070
H -2.164 -5.462 -9.500 0.077
H 2.320 6.048 0.398 0.079
H 1.422 2.268 -2.159 0.132
H 1.009 -10.017 5.084 0.076
H 2.077 -1.349 1.519 0.109
H 0.235 -9.224 3.711 0.065
H -1.422 7.548 6.159 0.077
H 1.645 -7.597 5.066 0.105
H -1.969 -0.063 -3.516 0.140
H -0.931 4.911 3.547 0.101
H 3.216 -4.822 0.951 0.105
H 1.828 -6.622 1.503 0.106
H 1.371 5.980 1.899 0.079
H -2.007 -3.297 -8.250 0.104
H -0.589 6.281 5.254 0.067
H 0.747 -7.908 2.002 0.106
H -1.270 -5.720 -7.996 0.066
H -2.877 2.905 4.836 0.085
H -0.938 -2.283 -5.786 0.070
H 4.023 -3.494 0.140 0.107
H -2.103 -4.176 -4.660 0.119
H -3.583 6.922 5.156 0.118
H 0.254 6.609 -0.898 0.108
H -2.090 8.120 1.532 0.121
H -0.221 -5.645 2.464 0.082
H 3.859 -1.327 -0.295 0.070
H -2.959 -6.220 -8.100 0.082
H 3.969 -2.185 2.324 0.066
H -1.838 8.587 -0.903 0.084
H 4.789 -3.741 2.512 0.081
H 1.186 -5.242 3.475 0.072
H 0.048 -6.487 3.996 0.066
H 3.032 -8.639 4.814 0.118
H 1.510 2.432 -4.013 0.157
H -1.206 9.918 0.094 0.080
H -2.906 5.539 5.995 0.105
H 0.097 5.085 -0.046 0.083
H 1.597 7.515 1.063 0.068
H -1.642 3.808 -0.186 0.150
H -0.360 8.268 1.778 0.103
H 1.670 -10.213 3.445 0.082